1) The following is a quantum chemistry calculation of a cluster of 2 separate species, FH5Si2 in total, from the Open Molecules 2025 dataset.

Cartesian coordinates (Å):
F -2.1093 -0.7306 -1.5638
Si 1.5379 -0.3891 0.7805
Si -1.4698 0.4702 -0.6837
H 1.9605 -1.4022 -0.1841
H 1.4626 -0.9398 2.1248
H 2.3978 0.7866 0.7237
H -1.3691 1.5780 -1.6115
H -2.4107 0.6269 0.4141

Total charge = 0
Spin multiplicity = 1

Löwdin population analysis, charges in e, atoms 1 to 2: -0.33 0.56

2) The following is a quantum chemistry calculation of a cluster of 2 separate species, FH5Si2 in total, from the Open Molecules 2025 dataset.

Cartesian coordinates (Å):
F -2.5239 -1.3000 -0.2106
Si 1.8552 -0.0790 -0.2714
Si -1.7522 0.0494 0.2091
H 2.0920 -0.1427 1.1252
H 2.2187 1.1980 -1.0263
H 2.7934 -1.0211 -0.8543
H -2.4485 1.0601 -0.5395
H -2.2346 0.2353 1.5678

Total charge = 0
Spin multiplicity = 1

Löwdin population analysis, charges in e, atoms 1 to 2: -0.34 0.56

Most stable structure - 1); separation to the second - 0.0282 hartree.

1) The following is a quantum chemistry calculation of the molecule C2H4N4O2, from the Open Molecules 2025 dataset.

Cartesian coordinates (Å):
C 0.4996 1.3511 0.2013
C -1.2464 0.1802 -0.2759
H 1.9469 -0.3034 0.8060
H 1.4050 1.9008 0.7449
H -2.2502 -1.3472 -0.2580
H 0.6815 -2.1024 0.4006
N 0.9318 0.3661 -0.6214
N -0.7924 1.3481 0.4836
N -2.3713 -0.3550 -0.2243
N -0.0611 -0.7474 -0.4664
O 2.0130 -0.2721 -0.3587
O 0.3306 -1.1801 0.9279

Structure (SMILES) = [H]/N=c1/ncn(O)n1O
Total charge = 0
Spin multiplicity = 1

Löwdin population analysis, charges in e, atoms 1 to 2: -0.16 -0.40

2) The following is a quantum chemistry calculation of the molecule C2H4N4O2, from the Open Molecules 2025 dataset.

Cartesian coordinates (Å):
C 1.1265 0.0205 0.9334
C -0.1707 0.0469 -1.0593
H -2.6255 -0.0364 -0.5609
H -0.5190 1.0724 1.9822
H 1.8471 -0.1485 -0.9213
H 0.2528 -0.3046 -2.8566
N -0.9757 0.3374 0.0060
N -0.2494 0.3713 1.2723
N 0.9737 -0.4968 -0.4040
N -0.4886 0.1777 -2.2659
O -2.0730 -0.5954 -0.0427
O 2.1342 0.1312 1.6495

Structure (SMILES) = [H]/N=c1\[nH]c(=O)[nH]n1O
Total charge = 0
Spin multiplicity = 1

Löwdin population analysis, charges in e, atoms 1 to 2: -0.43 -0.50

Most stable structure - 2); separation to the second - 0.1851 hartree.

1) The following is a quantum chemistry calculation of the molecule C2H4N4O2, from the Open Molecules 2025 dataset.

Cartesian coordinates (Å):
C -0.9500 -0.1633 0.0590
C 0.2346 0.7934 -0.0355
H -2.9125 -0.3872 -0.2657
H -2.4281 1.3242 0.1132
H 1.2477 -1.8436 -0.6023
H 2.6602 0.6956 0.7519
N -2.2384 0.2256 0.0044
N -0.5317 -1.3434 0.0331
N 0.8287 -1.3200 0.1172
N 1.2056 -0.0390 -0.1154
O 2.4699 0.0453 -0.0419
O 0.4139 2.0122 -0.0181

Structure (SMILES) = Nc1n[nH]n(O)c1=O
Total charge = 0
Spin multiplicity = 1

Löwdin population analysis, charges in e, atoms 1 to 2: -0.34 -0.40

2) The following is a quantum chemistry calculation of a structure of composition C2H4N4O2, from the Open Molecules 2025 dataset.

Cartesian coordinates (Å):
C 1.4729 0.2619 -1.0316
C -0.8908 -0.2052 1.8285
H 1.8114 -0.6128 -1.9987
H 0.7474 1.0224 -1.6089
H 2.5022 0.8578 -0.7023
H 0.4534 -1.4544 -1.0223
N 0.7527 -0.7508 -0.3157
N -0.3821 -0.2028 0.4455
N -2.4754 0.6378 0.3833
N -2.1779 0.7002 1.6660
O -1.3659 0.2841 -0.4870
O -0.4479 -0.5382 2.8432

Total charge = 0
Spin multiplicity = 1

Löwdin population analysis, charges in e, atoms 1 to 2: -0.17 -0.41

3) The following is a quantum chemistry calculation of the molecule C2H4N4O2, from the Open Molecules 2025 dataset.

Cartesian coordinates (Å):
C -2.0509 -0.1182 0.0232
C 1.3571 0.5167 -0.1174
H -2.1506 -1.1681 -0.3164
H -2.2120 0.5160 -0.8142
H -2.7183 -0.0046 0.9064
H 2.3964 2.0103 0.2501
N 0.1417 -0.1253 -0.5124
N 1.7504 -1.5945 0.2022
N 2.3121 -0.5064 0.2543
N 1.4446 1.7754 -0.1223
O -0.7344 0.1878 0.5269
O 0.4639 -1.4890 -0.2803

Structure (SMILES) = [H]/N=c1\nnon1OC
Total charge = 0
Spin multiplicity = 1

Löwdin population analysis, charges in e, atoms 1 to 2: -0.05 -0.41

Most stable structure - 1); separation to the second - 0.0598 hartree.

1) The following is a quantum chemistry calculation of the ion C5H13N2 with charge +1, from the Open Molecules 2025 dataset.

Cartesian coordinates (Å):
C -0.4968 -0.6356 -1.6050
C 0.8842 -0.5331 -0.9357
C 0.7959 0.1509 0.4232
C 1.9197 0.6898 0.8992
C -1.0068 -0.7991 1.7945
N -0.4661 0.3395 1.0426
N -1.0811 0.7428 -1.4817
H -1.1208 -1.3517 -1.0777
H -0.4018 -0.8767 -2.6594
H 1.3907 -1.4990 -0.9723
H 1.4957 0.1341 -1.5406
H 1.8709 1.3211 1.7812
H 2.8680 0.6472 0.3869
H -1.5061 -0.4571 2.6948
H -0.2580 -1.5194 2.1976
H -1.5374 -1.5128 1.1663
H -0.3908 1.0994 1.6923
H -0.5045 1.4940 -1.8459
H -2.0070 0.8214 -1.8910
H -1.1503 0.9054 -0.4476

Structure (SMILES) = C=C(CC[NH3+])NC
Total charge = +1
Spin multiplicity = 1

Löwdin population analysis, charges in e, atoms 1 to 2: -0.12 -0.12

2) The following is a quantum chemistry calculation of the ion C5H13N2 with charge +1, from the Open Molecules 2025 dataset.

Cartesian coordinates (Å):
C -0.4554 -1.7852 2.0558
C -0.3769 -0.5777 1.1517
C -0.7302 -0.9055 -0.2855
C -0.7833 0.2866 -1.2089
C 0.3692 0.8464 -1.5932
N 0.6228 2.2080 -1.7937
N 1.0379 0.0215 1.1898
H 0.3210 -2.5142 1.7915
H -0.2964 -1.5930 3.1158
H -1.3771 -2.3304 1.8583
H -0.9415 0.2755 1.5381
H -0.0274 -1.6497 -0.6939
H -1.6438 -1.5033 -0.2910
H -1.7269 0.8218 -1.2662
H 1.2428 0.2782 -1.9113
H -0.1968 2.7849 -1.6287
H 0.9705 2.4256 -2.7227
H 1.0018 0.9597 0.7831
H 1.3890 0.0206 2.1474
H 1.7082 -0.4897 0.6088

Structure (SMILES) = C[C@@H]([NH3+])C/C=C/N
Total charge = +1
Spin multiplicity = 1

Löwdin population analysis, charges in e, atoms 1 to 2: -0.04 -0.33

3) The following is a quantum chemistry calculation of the ion C5H13N2 with charge +1, from the Open Molecules 2025 dataset.

Cartesian coordinates (Å):
C 1.4470 -1.0862 -0.5253
C 0.5916 -1.2828 0.7932
C 0.0547 0.0544 1.3825
N -2.9205 1.0449 -0.6791
C -1.8044 0.3973 -0.2345
C -0.7498 0.9094 0.4570
N 1.7620 0.3364 -0.8670
H 2.3677 -1.6731 -0.3700
H 1.0636 -1.4975 -1.4642
H 1.4602 -1.5458 1.4318
H -0.0333 -2.1511 0.6430
H -0.4935 -0.1428 2.3139
H 1.0183 0.5209 1.6290
H -3.1217 2.0144 -0.5232
H -3.5993 0.4979 -1.1742
H -1.9756 -0.6719 -0.2967
H -0.6794 1.9888 0.3176
H 2.7721 0.5014 -0.9265
H 1.4689 1.0463 -0.1844
H 1.3716 0.7390 -1.7231

Structure (SMILES) = N/C=C/CCC[NH3+]
Total charge = +1
Spin multiplicity = 1

Löwdin population analysis, charges in e, atoms 1 to 2: -0.13 -0.15

4) The following is a quantum chemistry calculation of the ion C5H13N2 with charge +1, from the Open Molecules 2025 dataset.

Cartesian coordinates (Å):
C -1.5217 1.0528 1.0225
C 2.5572 -0.4346 0.3844
C -1.6008 -1.2629 0.4918
C -1.1733 0.2843 -1.3193
C 1.5277 0.6844 0.0979
N 0.4351 0.0138 0.5764
N -0.9802 0.0367 0.0890
H -1.8958 0.6839 2.0072
H -1.2308 2.0949 1.0375
H 2.7643 -0.3906 1.4742
H 2.4371 -1.3904 0.0194
H 3.4628 0.0479 -0.1166
H -1.0812 -1.5721 1.4527
H -2.6360 -1.2266 0.4522
H -1.1679 -1.9208 -0.2789
H -1.3246 1.2940 -1.5301
H -0.4341 0.0575 -1.9983
H -2.1236 -0.1248 -1.6635
H 1.9826 1.5778 0.7439
H 1.4270 1.0689 -0.9465

Total charge = +1
Spin multiplicity = 1

Löwdin population analysis, charges in e, atoms 1 to 2: 0.19 -0.06

Most stable structure - 2); separation to the second - 0.0080 hartree.